This record from the OMol25 dataset describes a 6-piece molecular cluster, C25H39F5N3O17P2 overall. The level of theory is ωB97M-V/def2-TZVPD.

The LUMO energy is -1.7 eV. Its HOMO energy is -0.419 hartree. Its charge is +1. For the orbital gap, the calculation gives 9.65 eV. Its multiplicity is 1.

Atoms and positions in Å:
C1 2.781 2.438 1.428
C2 3.126 3.296 0.210
C3 2.902 2.572 -1.117
O1 1.710 3.000 -1.854
N1 0.601 2.883 -1.053
C4 -0.314 2.003 -1.369
N2 -0.180 1.151 -2.397
C5 -0.799 -0.108 -1.947
C6 -1.839 0.390 -0.923
P1 -1.802 -0.543 0.677
O2 -1.757 0.351 1.856
N3 -1.441 1.804 -0.641
P2 -2.878 2.902 -0.759
C7 -2.280 4.497 -1.430
C8 -1.219 5.410 -0.806
C9 -3.183 3.232 1.019
C10 -2.048 3.585 1.976
H1 3.149 2.899 2.346
H2 1.703 2.298 1.556
H3 3.231 1.445 1.340
H4 4.170 3.609 0.266
H5 2.519 4.204 0.231
H6 2.836 1.490 -0.965
H7 3.696 2.759 -1.836
H8 0.517 3.504 -0.257
H9 0.736 1.097 -2.826
H10 -0.033 -0.706 -1.447
H11 -1.197 -0.697 -2.769
H12 -2.858 0.382 -1.318
H13 -2.898 -1.418 0.629
H14 -0.697 -1.403 0.526
H15 -2.072 4.297 -2.488
H16 -3.243 5.027 -1.445
H17 -0.392 5.599 -1.489
H18 -0.802 5.034 0.125
H19 -1.656 6.378 -0.558
H20 -3.964 4.002 1.013
H21 -3.661 2.309 1.363
H22 -2.242 3.159 2.960
H23 -1.922 4.663 2.087
H24 -1.100 3.150 1.649
C11 -3.163 -3.896 -1.492
C12 -2.456 -5.222 -1.707
O3 -1.295 -4.834 -2.435
C13 -1.023 -3.552 -2.154
O4 -0.020 -2.977 -2.435
O5 -2.054 -2.975 -1.497
F1 -3.175 -6.081 -2.456
H25 -3.817 -3.678 -2.338
H26 -3.698 -3.828 -0.551
H27 -2.135 -5.727 -0.795
C14 3.083 -2.298 -3.337
C15 3.616 -3.350 -2.388
O6 4.485 -2.591 -1.560
C16 4.055 -1.314 -1.547
O7 4.422 -0.489 -0.774
O8 3.130 -1.118 -2.514
F2 4.323 -4.320 -3.001
H28 3.729 -2.162 -4.205
H29 2.060 -2.500 -3.636
H30 2.840 -3.799 -1.767
C17 3.588 -3.336 1.868
C18 3.410 -4.618 2.665
O9 2.127 -5.062 2.245
C19 1.870 -4.550 1.022
O10 0.980 -4.877 0.306
O11 2.780 -3.597 0.716
F3 3.388 -4.402 3.996
H31 3.171 -2.492 2.419
H32 4.607 -3.125 1.561
H33 4.138 -5.401 2.447
C20 -7.006 -6.981 1.199
C21 -6.473 -6.956 -0.225
O12 -5.862 -5.674 -0.290
C22 -5.537 -5.287 0.971
O13 -4.834 -4.358 1.214
O14 -6.101 -6.099 1.875
F4 -7.450 -7.027 -1.150
H34 -8.010 -6.555 1.225
H35 -6.990 -7.957 1.672
H36 -5.719 -7.712 -0.450
C23 4.092 7.939 2.542
C24 4.004 6.638 3.322
O15 2.780 6.089 2.853
C25 2.515 6.609 1.631
O16 1.668 6.203 0.899
O17 3.347 7.628 1.359
F5 3.923 6.827 4.653
H37 3.584 8.734 3.090
H38 5.099 8.240 2.275
H39 4.805 5.925 3.117

---

This record from the OMol25 dataset describes a 2-piece molecular cluster, CH3O3 overall. The level of theory is ωB97M-V/def2-TZVPD.

The LUMO energy is 3.8 eV. Its HOMO energy is -0.139 hartree. For the relative energy (zero: lowest compared OMol25 entry of this formula, charge and spin), the calculation gives 64.5 kJ/mol. Its charge is -1. For the orbital gap, the calculation gives 7.61 eV. Its multiplicity is 1.

Atoms and positions in Å:
O1 -1.899 -1.191 -1.394
H1 -1.434 -0.670 -0.700
H2 -2.224 -1.993 -0.926
O2 0.179 1.200 0.999
O3 2.246 1.836 0.537
C1 1.398 0.939 0.798
H3 1.734 -0.121 0.686

---

This record from the OMol25 dataset describes a 2-piece molecular cluster, C4H7NO2 overall. The level of theory is ωB97M-V/def2-TZVPD.

The LUMO energy (spin up / spin down) is -0.1 / -0.1 eV. Its HOMO energy (spin up / spin down) is -0.300 / -0.300 hartree. For the relative energy (zero: lowest compared OMol25 entry of this formula, charge and spin), the calculation gives 620.0 kJ/mol. For the orbital gap (spin up / spin down), the calculation gives 8.03 / 8.03 eV. Its multiplicity is 1.

Atoms and positions in Å:
O1 2.035 -0.457 -0.137
C1 1.244 0.640 -0.457
C2 -0.109 0.531 0.255
C3 -0.349 -0.712 1.199
N1 -0.201 0.606 1.727
C4 -1.280 0.808 -0.387
O2 -2.268 1.063 -0.931
H1 1.488 -0.992 0.489
H2 1.714 1.580 -0.136
H3 1.071 0.694 -1.543
H4 -0.091 -1.827 -1.379
H5 -1.392 -1.079 1.207
H6 -1.050 1.078 2.059
H7 -0.676 -1.856 -1.840

---

This record from the OMol25 dataset describes the molecule C16H24N2O3. The level of theory is ωB97M-V/def2-TZVPD.

The LUMO energy is 0.7 eV. Its HOMO energy is -0.303 hartree. For the relative energy (zero: lowest compared OMol25 entry of this formula, charge and spin), the calculation gives 97.8 kJ/mol. For the orbital gap, the calculation gives 8.93 eV. Its multiplicity is 1.

Atoms and positions in Å:
C1 -5.344 -0.153 -0.702
H1 -5.302 -0.974 -1.412
H2 -5.315 0.782 -1.254
H3 -6.274 -0.209 -0.143
C2 -4.164 -0.234 0.250
H4 -4.180 0.602 0.961
H5 -4.192 -1.172 0.825
O1 -2.967 -0.194 -0.513
C3 -1.801 -0.145 0.254
O2 -1.661 1.045 0.971
C4 -1.709 2.255 0.218
C5 -2.338 3.340 1.078
H6 -2.333 4.284 0.540
H7 -1.771 3.450 1.998
H8 -3.363 3.081 1.333
H9 -0.690 2.549 -0.060
H10 -2.301 2.095 -0.691
C6 -0.644 -0.453 -0.729
N1 0.651 -0.234 -0.153
C7 1.286 -0.973 0.814
N2 2.431 -0.471 1.175
C8 2.598 0.666 0.430
C9 3.645 1.580 0.405
C10 3.557 2.631 -0.482
C11 2.465 2.773 -1.340
C12 1.415 1.876 -1.331
C13 1.483 0.829 -0.424
H11 0.587 1.989 -2.017
H12 2.444 3.602 -2.032
H13 4.353 3.360 -0.527
H14 4.493 1.456 1.059
C14 0.779 -2.272 1.338
H15 -0.276 -2.398 1.100
H16 0.905 -2.277 2.421
C15 1.578 -3.439 0.738
H17 2.638 -3.285 0.936
H18 1.265 -4.370 1.218
C16 1.368 -3.548 -0.773
O3 0.012 -3.713 -1.128
H19 -0.312 -4.528 -0.729
H20 1.970 -4.378 -1.170
H21 1.690 -2.627 -1.265
H22 -0.750 -1.490 -1.059
H23 -0.757 0.198 -1.598
H24 -1.833 -0.907 1.053

---

This record from the OMol25 dataset describes a 10-piece molecular cluster, C40H90F10N10O20S10 overall. The level of theory is ωB97M-V/def2-TZVPD.

The LUMO energy is -1.8 eV. Its HOMO energy is -0.224 hartree. For the relative energy (zero: lowest compared OMol25 entry of this formula, charge and spin), the calculation gives 765.2 kJ/mol. For the orbital gap, the calculation gives 4.29 eV. Its multiplicity is 1.

Atoms and positions in Å:
C1 -7.331 -1.250 -1.923
C2 -6.479 -1.658 -3.130
C3 -6.847 -1.057 -4.459
N1 -6.187 -1.793 -5.637
C4 -4.634 -1.745 -5.546
C5 -6.624 -3.281 -5.741
C6 -6.298 -3.616 -7.198
C7 -6.458 -2.373 -8.020
C8 -6.725 -1.238 -7.011
H1 -8.402 -1.240 -2.128
H2 -7.039 -0.235 -1.651
H3 -7.049 -1.852 -1.059
H4 -6.493 -2.747 -3.087
H5 -5.464 -1.340 -2.893
H6 -6.519 -0.022 -4.552
H7 -7.897 -1.212 -4.709
H8 -4.364 -0.717 -5.302
H9 -4.259 -2.027 -6.530
H10 -4.406 -2.552 -4.850
H11 -6.022 -3.865 -5.045
H12 -7.703 -3.333 -5.593
H13 -5.263 -3.931 -7.331
H14 -7.001 -4.377 -7.536
H15 -5.487 -2.216 -8.490
H16 -7.190 -2.329 -8.825
H17 -6.254 -0.257 -7.064
H18 -7.792 -1.042 -6.900
C9 7.544 -1.060 -4.445
C10 8.254 -1.121 -3.054
C11 8.004 0.247 -2.298
N2 8.242 0.046 -0.745
C12 7.429 -1.047 -0.161
C13 8.018 1.401 0.026
C14 9.112 1.509 1.110
C15 9.893 0.237 0.962
C16 9.728 -0.201 -0.505
H19 6.543 -0.640 -4.536
H20 7.489 -2.059 -4.879
H21 8.303 -0.594 -5.072
H22 9.329 -1.248 -3.177
H23 7.982 -2.073 -2.599
H24 6.974 0.553 -2.482
H25 8.631 0.985 -2.798
H26 7.642 -2.076 -0.453
H27 6.452 -0.757 -0.546
H28 7.355 -0.969 0.924
H29 7.010 1.346 0.437
H30 8.173 2.169 -0.732
H31 8.731 1.575 2.129
H32 9.779 2.369 1.060
H33 9.550 -0.551 1.632
H34 10.975 0.345 1.043
H35 9.898 -1.262 -0.689
H36 10.241 0.451 -1.213
C17 -1.923 10.315 1.100
C18 -2.640 10.749 -0.183
C19 -2.782 12.325 -0.188
N3 -3.330 12.812 -1.565
C20 -2.382 12.372 -2.740
C21 -3.648 14.354 -1.464
C22 -4.959 14.479 -0.695
C23 -5.723 13.243 -1.048
C24 -4.784 12.316 -1.789
H37 -1.533 9.301 1.011
H38 -2.600 10.445 1.943
H39 -0.970 10.823 1.249
H40 -3.618 10.267 -0.190
H41 -2.099 10.345 -1.038
H42 -1.816 12.829 -0.173
H43 -3.402 12.663 0.642
H44 -2.361 11.288 -2.858
H45 -1.383 12.707 -2.459
H46 -2.738 12.930 -3.605
H47 -3.705 14.672 -2.505
H48 -2.946 14.945 -0.877
H49 -5.395 15.376 -1.136
H50 -4.910 14.723 0.367
H51 -6.597 13.533 -1.631
H52 -6.098 12.743 -0.155
H53 -4.943 12.233 -2.864
H54 -5.067 11.349 -1.374
C25 2.109 3.146 4.181
C26 1.734 1.634 4.115
C27 0.363 1.308 3.563
N4 0.024 -0.235 3.459
C28 -0.216 -0.899 4.815
C29 -1.102 -0.511 2.382
C30 -0.965 -2.029 2.139
C31 0.620 -2.229 2.170
C32 1.181 -0.963 2.785
H55 2.270 3.681 3.245
H56 3.011 3.335 4.763
H57 1.312 3.639 4.738
H58 1.827 1.088 5.054
H59 2.495 1.178 3.482
H60 0.475 1.708 2.555
H61 -0.488 1.669 4.141
H62 -1.118 -0.401 5.170
H63 0.612 -0.712 5.498
H64 -0.385 -1.965 4.657
H65 -2.017 -0.208 2.891
H66 -1.053 0.113 1.489
H67 -1.482 -2.612 2.901
H68 -1.376 -2.389 1.196
H69 0.878 -3.084 2.794
H70 0.954 -2.487 1.165
H71 2.023 -1.105 3.462
H72 1.334 -0.418 1.853
C33 4.828 -7.308 -0.510
C34 4.280 -7.007 -1.923
C35 3.073 -7.955 -2.274
N5 2.583 -7.660 -3.703
C36 2.445 -6.149 -4.043
C37 1.191 -8.277 -3.928
C38 1.066 -8.701 -5.373
C39 2.439 -8.518 -5.999
C40 3.469 -8.289 -4.772
H73 5.280 -8.294 -0.401
H74 4.121 -7.147 0.304
H75 5.728 -6.718 -0.338
H76 5.119 -7.243 -2.578
H77 3.936 -5.973 -1.904
H78 2.215 -7.561 -1.730
H79 3.278 -9.025 -2.268
H80 1.715 -5.742 -3.344
H81 1.921 -6.041 -4.992
H82 3.360 -5.558 -4.058
H83 0.417 -7.570 -3.628
H84 1.072 -9.139 -3.271
H85 0.393 -8.055 -5.935
H86 0.744 -9.741 -5.420
H87 2.576 -7.615 -6.595
H88 2.773 -9.353 -6.614
H89 4.448 -7.862 -4.992
H90 3.777 -9.255 -4.373
N6 4.052 -2.680 8.452
S1 5.299 -2.032 8.146
O1 5.610 -1.589 6.785
O2 6.428 -2.296 9.024
F1 4.846 -0.622 8.762
S2 4.489 -4.157 7.693
O3 5.602 -4.849 8.316
O4 4.220 -4.298 6.298
F2 3.406 -5.151 8.264
N7 -3.269 -3.146 11.050
S3 -3.753 -4.372 11.738
O5 -4.012 -5.627 11.008
O6 -4.555 -4.108 12.969
F3 -2.327 -4.817 12.353
S4 -4.641 -2.988 10.057
O7 -5.935 -3.056 10.736
O8 -4.482 -3.537 8.732
F4 -4.509 -1.424 9.782
N8 -1.818 -8.456 0.505
S5 -1.748 -8.892 1.886
O9 -2.499 -10.041 2.355
O10 -1.554 -7.826 2.845
F5 -0.276 -9.604 1.821
S6 -3.497 -8.409 0.348
O11 -4.341 -7.824 1.372
O12 -4.072 -9.447 -0.500
F6 -3.456 -7.166 -0.724
N9 2.992 2.618 -1.807
S7 2.760 4.315 -1.988
O13 1.713 4.945 -1.192
O14 3.273 5.049 -3.131
F7 3.945 4.614 -0.910
S8 2.199 2.248 -2.998
O15 2.749 2.385 -4.325
O16 0.739 2.407 -2.863
F8 2.352 0.651 -2.796
N10 -7.337 4.529 4.526
S9 -6.852 3.275 5.611
O17 -6.341 3.688 6.927
O18 -6.363 2.078 4.986
F9 -8.367 2.788 5.924
S10 -5.972 4.705 4.091
O19 -5.453 3.852 3.062
O20 -5.016 5.291 5.020
F10 -6.239 6.072 3.283

---

This record from the OMol25 dataset describes C3H4AgO2 as an isolated structure. The level of theory is ωB97M-V/def2-TZVPD.

The LUMO energy (spin up / spin down) is 7.1 / 6.7 eV. Its HOMO energy (spin up / spin down) is 0.138 / 0.138 hartree. Its charge is -2. For the orbital gap (spin up / spin down), the calculation gives 3.35 / 2.96 eV. Its multiplicity is 2. As for the expectation value of S²: 0.753.

Atoms and positions in Å:
C1 -0.968 -0.107 -0.932
C2 -1.833 0.510 0.136
H1 -2.875 0.632 -0.224
H2 -1.511 1.525 0.476
H3 -1.915 -0.085 1.084
O1 0.868 0.019 -0.269
C3 1.587 -1.012 -0.069
O2 2.830 -0.980 0.045
H4 1.045 -1.986 -0.107
Ag1 2.773 1.486 -0.141

---

This record from the OMol25 dataset describes a 2-piece molecular cluster, C3H8NO2S overall. The level of theory is ωB97M-V/def2-TZVPD.

The LUMO energy is 3.7 eV. Its HOMO energy is -0.102 hartree. For the relative energy (zero: lowest compared OMol25 entry of this formula, charge and spin), the calculation gives 96.1 kJ/mol. Its charge is -1. For the orbital gap, the calculation gives 6.51 eV. Its multiplicity is 1.

Atoms and positions in Å:
C1 -0.395 -0.844 1.711
C2 -1.114 0.013 0.664
S1 -0.152 1.523 0.284
C3 0.660 -1.693 1.011
N1 1.904 -1.158 1.030
O1 0.409 -2.736 0.416
H1 -1.017 -1.521 2.284
H2 0.127 -0.152 2.367
H3 -2.084 0.268 1.095
H4 -1.339 -0.546 -0.245
H5 2.605 -1.551 0.428
H6 1.986 -0.158 1.167
H7 -0.371 3.607 -3.827
H8 -0.895 2.132 -4.014
O2 -0.322 2.817 -4.370

---

This record from the OMol25 dataset describes C21H35AlBrClF9O2S as an isolated structure. The level of theory is ωB97M-V/def2-TZVPD.

The LUMO energy is -15.1 eV. Its HOMO energy is -0.622 hartree. Its charge is +3. For the orbital gap, the calculation gives 1.79 eV. Its multiplicity is 1.

Atoms and positions in Å:
C1 6.908 -3.187 2.189
C2 6.493 -1.828 2.739
C3 6.224 -0.918 1.409
C4 5.827 0.391 1.998
C5 5.961 1.539 0.807
C6 5.254 1.311 -0.464
C7 3.710 0.833 -0.439
C8 2.859 1.986 0.076
C9 1.776 1.408 1.032
C10 0.602 2.465 1.059
C11 -0.383 2.570 -0.105
C12 -1.741 1.953 0.263
C13 -2.839 1.917 -0.791
Br1 -2.835 3.739 -1.607
C14 -4.253 1.788 -0.176
C15 -4.803 0.354 -0.127
C16 -4.966 -0.131 1.303
F1 -3.854 0.252 2.011
F2 -6.014 0.439 1.902
C17 -4.985 -1.695 1.480
F3 -4.650 -1.970 2.742
F4 -4.030 -2.210 0.676
S1 -6.645 -2.587 1.155
F5 -6.149 -3.817 1.995
F6 -6.066 -3.269 -0.166
F7 -7.141 -1.360 0.250
F8 -7.228 -1.897 2.441
F9 -8.004 -3.293 0.909
O1 -2.724 1.051 -1.898
C18 -1.993 -0.080 -2.013
O2 -1.934 -0.915 -1.158
C19 -1.480 -0.283 -3.410
C20 -2.651 -0.572 -4.368
C21 -3.688 -1.598 -3.994
Cl1 -3.113 -3.302 -3.565
H1 7.754 -3.123 1.504
H2 7.218 -3.772 3.074
H3 6.096 -3.701 1.679
H4 7.299 -1.380 3.317
H5 5.593 -1.870 3.349
H6 5.441 -1.385 0.814
H7 7.139 -0.897 0.817
H8 4.791 0.415 2.343
H9 6.480 0.712 2.809
H10 5.620 2.464 1.292
H11 7.041 1.597 0.640
H12 5.183 2.286 -0.967
H13 5.763 0.582 -1.105
H14 3.641 -0.069 0.183
H15 3.420 0.568 -1.454
H16 3.440 2.698 0.669
H17 2.408 2.537 -0.749
H18 2.170 1.348 2.047
H19 1.419 0.419 0.739
H20 1.081 3.428 1.241
H21 0.059 2.213 1.980
H22 -0.559 3.656 -0.179
H23 0.007 2.214 -1.063
H24 -2.171 2.641 0.995
H25 -1.650 0.996 0.784
H26 -4.944 2.398 -0.759
H27 -4.222 2.250 0.810
H28 -4.200 -0.364 -0.676
H29 -5.787 0.345 -0.590
H30 -0.996 0.605 -3.814
H31 -0.788 -1.126 -3.366
H32 -3.257 0.336 -4.468
H33 -2.240 -0.783 -5.356
H34 -4.373 -1.775 -4.819
H35 -4.276 -1.334 -3.117
Al1 -1.047 -4.208 -2.760

---

This record from the OMol25 dataset describes a 11-piece molecular cluster, C5H33NO10 overall. The level of theory is ωB97M-V/def2-TZVPD.

The LUMO energy is -0.1 eV. Its HOMO energy is -0.301 hartree. For the relative energy (zero: lowest compared OMol25 entry of this formula, charge and spin), the calculation gives 205.7 kJ/mol. For the orbital gap, the calculation gives 8.08 eV. Its multiplicity is 1.

Atoms and positions in Å:
C1 2.156 -1.326 -1.799
N1 1.811 -0.347 -0.808
C2 2.355 -0.637 2.836
C3 2.244 0.109 1.410
C4 1.253 -0.629 0.537
C5 -0.159 -0.127 0.745
H1 2.009 -2.384 -1.538
H2 3.169 -1.146 -2.256
H3 1.555 -1.127 -2.709
H4 1.419 0.466 -1.260
H5 3.327 -1.049 3.018
H6 1.623 -1.404 3.107
H7 2.072 0.116 3.564
H8 1.808 1.086 1.625
H9 3.279 0.210 1.122
H10 1.279 -1.715 0.804
H11 -0.832 -0.901 0.337
H12 -0.460 -0.214 1.809
H13 -0.376 0.879 0.495
H14 3.453 2.300 0.495
H15 2.848 2.270 -1.002
O1 2.731 2.577 -0.087
H16 -3.391 -0.156 2.426
H17 -3.167 0.339 1.107
O2 -3.054 0.659 2.028
H18 -1.468 2.967 3.309
H19 -0.315 2.020 2.899
O3 -0.534 2.938 3.087
H20 -1.209 -0.638 -3.670
H21 -1.956 0.005 -2.466
O4 -1.081 -0.346 -2.754
H22 -0.098 1.694 -1.242
H23 0.933 2.989 -1.089
O5 0.095 2.618 -1.396
H24 -1.787 -1.852 2.617
H25 -2.231 -2.579 1.259
O6 -2.508 -2.246 2.125
H26 -3.111 1.317 -2.636
H27 -3.157 0.959 -1.210
O7 -3.498 0.623 -2.074
H28 -3.216 -1.092 -0.852
H29 -3.417 -1.658 0.666
O8 -3.805 -1.254 -0.115
H30 -0.032 -3.483 -0.909
H31 -1.453 -3.129 -1.280
O9 -0.879 -3.255 -0.510
H32 2.265 1.259 -3.691
H33 1.312 2.197 -2.850
O10 2.200 2.097 -3.224